{"formula": "C29H46AsN3O5ReSi3", "method": "the ωB97M-V functional and the def2-TZVPD basis", "species": ["Re", "O", "C", "N", "C", "C", "C", "C", "C", "C", "N", "C", "C", "C", "C", "C", "N", "H", "H", "H", "H", "H", "H", "H", "H", "H", "H", "O", "C", "O", "C", "O", "O", "C", "Si", "C", "C", "As", "Si", "C", "C", "C", "Si", "C", "C", "C", "H", "H", "H", "H", "H", "H", "H", "H", "H", "H", "H", "H", "H", "H", "H", "H", "H", "H", "H", "H", "H", "H", "H", "H", "H", "H", "H", "C", "C", "C", "C", "C", "C", "H", "H", "H", "H", "H", "H", "H", "H", "H"], "coordinates": [[1.131, 0.588, -0.372], [3.569, -1.964, 1.890], [3.008, -1.277, 1.043], [1.904, -0.525, 1.200], [1.338, -0.481, 2.538], [1.721, 0.767, 3.303], [1.618, 0.814, 4.690], [1.938, 1.995, 5.337], [2.360, 3.082, 4.584], [2.446, 2.931, 3.209], [2.131, 1.802, 2.583], [3.567, -1.209, -0.352], [4.769, -1.810, -0.678], [5.267, -1.639, -1.958], [4.552, -0.870, -2.866], [3.350, -0.316, -2.469], [2.866, -0.498, -1.239], [1.651, -1.366, 3.094], [0.247, -0.500, 2.454], [1.298, -0.059, 5.246], [1.869, 2.065, 6.415], [2.629, 4.019, 5.052], [2.786, 3.743, 2.573], [5.282, -2.373, 0.089], [6.211, -2.084, -2.244], [4.914, -0.696, -3.869], [2.748, 0.288, -3.136], [1.175, 3.177, -3.483], [1.351, 2.546, -2.480], [0.759, 1.401, -2.189], [2.374, 2.980, -1.375], [3.007, 3.993, -1.476], [2.452, 2.112, -0.392], [-1.510, -2.680, 2.188], [-0.789, -3.194, 0.525], [0.903, -3.965, 0.735], [-1.906, -4.492, -0.244], [-0.677, -1.257, -0.867], [-0.449, -2.099, -3.092], [-0.638, -0.698, -4.314], [-1.719, -3.430, -3.483], [1.246, -2.905, -3.232], [-2.846, -0.254, -0.734], [-2.798, 1.226, -1.873], [-3.250, 0.155, 1.054], [-4.185, -1.446, -1.303], [-0.869, -3.035, 2.998], [-2.496, -3.131, 2.325], [-1.622, -1.604, 2.302], [0.785, -4.883, 1.318], [1.616, -3.332, 1.261], [1.338, -4.250, -0.225], [-2.116, -5.236, 0.530], [-1.421, -5.011, -1.070], [-2.861, -4.100, -0.596], [-1.685, -0.412, -4.434], [-0.281, -1.047, -5.288], [-0.078, 0.192, -4.028], [-2.704, -3.254, -3.056], [-1.381, -4.414, -3.157], [-1.831, -3.467, -4.570], [1.996, -2.212, -3.606], [1.180, -3.730, -3.946], [1.607, -3.312, -2.286], [-1.866, 1.784, -1.776], [-3.627, 1.899, -1.638], [-2.908, 0.913, -2.913], [-2.379, 0.463, 1.631], [-3.734, -0.694, 1.539], [-3.959, 0.987, 1.063], [-4.031, -1.831, -2.310], [-5.131, -0.897, -1.310], [-4.305, -2.286, -0.617], [-2.047, 3.578, 2.837], [-1.701, 3.861, 1.367], [-0.824, 5.119, 1.275], [-2.984, 4.066, 0.554], [-0.934, 2.727, 0.839], [-0.279, 1.767, 0.479], [-2.587, 4.427, 3.262], [-1.138, 3.414, 3.418], [-2.675, 2.689, 2.924], [-1.366, 5.981, 1.671], [-0.547, 5.325, 0.241], [0.092, 4.986, 1.852], [-3.526, 4.935, 0.931], [-3.638, 3.196, 0.630], [-2.754, 4.232, -0.499]], "e_homo_ev": [-8.1, -8.8], "multiplicity": 4, "e_above_lowest_ev": 0.000, "s_squared": 3.784, "total_energy_ha": -4855.8257}

{"formula": "C7H10", "method": "the ωB97M-V functional and the def2-TZVPD basis", "species": ["C", "C", "C", "C", "C", "C", "C", "H", "H", "H", "H", "H", "H", "H", "H", "H", "H"], "coordinates": [[2.491, 0.692, -0.389], [1.203, 0.494, 0.001], [-0.058, 0.788, 0.062], [3.653, -0.134, -0.116], [-2.476, 0.955, -0.497], [-1.444, -1.261, 0.270], [-1.376, 0.288, 0.357], [3.447, -1.140, 0.105], [4.107, 0.261, 0.793], [4.441, -0.146, -0.759], [-3.489, 0.979, 0.066], [-2.443, 0.720, -1.580], [-2.169, 2.119, -0.433], [-0.360, -1.586, 0.345], [-1.925, -1.729, -0.613], [-1.999, -1.795, 1.003], [-1.603, 0.494, 1.386]], "e_homo_ev": [-7.6, -7.6], "e_above_lowest_ev": 5.918, "total_energy_ha": -272.5005}

{"formula": "C16H46BN6O5PSV", "method": "the ωB97M-V functional and the def2-TZVPD basis", "species": ["V", "N", "C", "C", "N", "C", "C", "N", "C", "C", "N", "H", "H", "H", "H", "H", "H", "H", "H", "H", "H", "H", "H", "H", "H", "H", "H", "H", "H", "N", "C", "P", "O", "O", "C", "N", "H", "H", "H", "H", "H", "H", "H", "H", "H", "H", "C", "S", "C", "O", "H", "H", "H", "H", "H", "H", "C", "C", "C", "O", "B", "O", "C", "C", "C", "H", "H", "H", "H", "H", "H", "H", "H", "H", "H", "H", "H"], "coordinates": [[0.292, 0.130, 0.150], [1.613, -1.145, 1.192], [0.928, -2.128, 2.062], [0.016, -2.955, 1.177], [-0.783, -2.086, 0.257], [-0.784, -2.620, -1.131], [-0.866, -1.476, -2.107], [0.324, -0.613, -1.836], [-2.197, -1.971, 0.711], [-2.395, -0.926, 1.783], [-2.338, 0.397, 1.142], [2.226, -1.630, 0.539], [2.241, -0.550, 1.736], [0.361, -1.584, 2.813], [1.635, -2.775, 2.580], [-0.629, -3.591, 1.780], [0.638, -3.619, 0.577], [-1.594, -3.334, -1.285], [0.150, -3.155, -1.304], [-1.770, -0.889, -1.937], [-0.884, -1.837, -3.133], [0.350, 0.177, -2.473], [1.167, -1.146, -2.041], [-2.572, -2.939, 1.050], [-2.798, -1.687, -0.156], [-1.589, -0.966, 2.513], [-3.323, -1.127, 2.319], [-2.304, 1.121, 1.850], [-3.201, 0.543, 0.627], [1.921, 1.452, 5.173], [1.033, 2.366, 4.361], [1.381, 2.014, 2.572], [2.696, 1.305, 2.635], [0.213, 1.312, 1.890], [1.501, 3.708, 1.884], [1.120, 3.783, 0.445], [2.709, 1.187, 4.551], [1.445, 0.596, 5.451], [2.271, 1.893, 6.022], [1.334, 3.387, 4.592], [-0.009, 2.239, 4.644], [2.529, 4.048, 2.000], [0.845, 4.366, 2.455], [0.243, 3.290, 0.232], [1.814, 3.270, -0.155], [1.039, 4.750, 0.133], [-1.767, 2.859, -3.029], [-2.048, 1.983, -1.506], [-2.922, 3.254, -0.625], [-0.652, 1.877, -0.844], [-1.184, 3.756, -2.827], [-2.738, 3.111, -3.460], [-1.236, 2.194, -3.709], [-3.901, 3.374, -1.096], [-2.363, 4.190, -0.681], [-3.052, 2.924, 0.404], [4.851, 3.023, -1.103], [3.921, 1.944, -1.606], [3.555, 2.172, -3.060], [2.646, 2.039, -0.843], [2.178, 0.748, -0.580], [3.108, -0.183, -0.965], [4.382, 0.488, -1.291], [5.016, -0.232, -2.458], [5.252, 0.380, -0.050], [4.470, 4.008, -1.384], [5.836, 2.916, -1.562], [4.976, 2.980, -0.020], [3.106, 3.159, -3.174], [2.848, 1.421, -3.419], [4.442, 2.133, -3.692], [4.337, -0.321, -3.305], [5.318, -1.234, -2.149], [5.913, 0.298, -2.787], [4.775, 0.852, 0.813], [6.230, 0.836, -0.211], [5.410, -0.675, 0.178]], "e_homo_ev": [-16.8, -16.7], "multiplicity": 3, "e_above_lowest_ev": 2.726, "charge": 3, "s_squared": 2.025, "total_energy_ha": -3049.7340}

{"formula": "C7H7AlN5O4S", "method": "the ωB97M-V functional and the def2-TZVPD basis", "species": ["Al", "N", "C", "S", "N", "N", "C", "C", "C", "C", "C", "C", "N", "H", "H", "H", "H", "H", "H", "H", "O", "N", "O", "O", "O"], "coordinates": [[-0.955, 0.752, -0.659], [-0.437, -1.111, -4.529], [-0.373, -0.471, -3.311], [-1.744, 0.468, -2.844], [0.729, -0.661, -2.594], [0.745, 0.034, -1.419], [1.236, -0.598, -0.424], [1.150, 0.103, 0.859], [1.903, -0.179, 1.987], [1.764, 0.611, 3.112], [0.860, 1.660, 3.096], [0.113, 1.854, 1.948], [0.249, 1.097, 0.872], [-1.118, -0.700, -5.147], [0.472, -1.215, -4.960], [1.640, -1.599, -0.487], [2.608, -1.000, 1.952], [2.359, 0.418, 3.996], [0.718, 2.298, 3.954], [-0.644, 2.625, 1.874], [-2.345, -2.707, 0.839], [-2.266, -1.502, 0.764], [-2.962, -0.745, 1.388], [-1.342, -1.034, -0.035], [-2.360, 1.603, -0.234]], "e_homo_ev": [-2.8, -2.8], "e_above_lowest_ev": 1.200, "charge": -1, "total_energy_ha": -1486.3292}

{"formula": "C4H9NO2", "method": "the ωB97M-V functional and the def2-TZVPD basis", "species": ["C", "C", "O", "C", "N", "C", "O", "H", "H", "H", "H", "H", "H", "H", "H", "H"], "coordinates": [[1.831, -0.493, -1.368], [0.437, -0.534, -0.774], [0.434, -1.543, 0.222], [0.037, 0.813, -0.164], [-1.305, 0.724, 0.371], [-1.444, 0.620, 1.623], [-2.656, 0.487, 2.185], [1.896, 0.266, -2.155], [2.084, -1.467, -1.796], [2.567, -0.260, -0.591], [-0.294, -0.779, -1.561], [-0.477, -1.629, 0.534], [0.784, 1.087, 0.599], [0.046, 1.582, -0.946], [-0.651, 0.622, 2.377], [-3.288, 0.505, 1.446]], "e_homo_ev": -9.9, "e_above_lowest_ev": 1.288, "total_energy_ha": -363.0382, "smiles": "C[C@@H](O)C/N=C/O"}

{"formula": "C38H28MoN7O3S5", "method": "the ωB97M-V functional and the def2-TZVPD basis", "species": ["Mo", "O", "C", "O", "C", "C", "C", "C", "C", "C", "C", "C", "C", "N", "H", "H", "H", "H", "H", "H", "O", "C", "S", "C", "C", "S", "S", "S", "C", "N", "C", "C", "C", "C", "C", "N", "C", "C", "C", "C", "C", "C", "H", "H", "H", "H", "H", "H", "H", "H", "H", "H", "H", "S", "C", "N", "N", "C", "C", "C", "C", "C", "C", "N", "N", "C", "C", "C", "C", "C", "C", "H", "H", "H", "H", "H", "H", "H", "H", "H", "H", "H"], "coordinates": [[-1.033, -1.107, -0.521], [3.462, -2.426, -0.647], [2.866, -1.328, -0.736], [2.966, -0.305, -0.011], [1.926, -1.262, -2.008], [2.754, -1.379, -3.156], [2.301, -1.329, -4.437], [0.930, -1.226, -4.595], [0.331, -1.042, -5.849], [-1.009, -1.304, -6.036], [-1.771, -1.752, -4.968], [-1.223, -1.829, -3.688], [0.104, -1.391, -3.408], [0.588, -1.124, -2.134], [3.825, -1.589, -2.928], [2.985, -1.435, -5.297], [0.934, -0.746, -6.693], [-1.399, -1.242, -7.056], [-2.836, -1.960, -5.087], [-1.854, -2.291, -2.900], [-7.402, -0.534, -3.510], [-6.306, -0.671, -3.048], [-5.011, 0.527, -3.322], [-3.830, -0.194, -2.265], [-4.234, -1.398, -1.559], [-3.189, -2.322, -0.501], [-5.752, -2.034, -2.016], [-2.206, 0.407, -2.151], [-0.006, -0.932, 2.766], [-0.104, -1.666, 1.518], [0.116, -2.969, 1.626], [0.029, -3.766, 0.462], [0.301, -5.171, 0.300], [0.195, -5.402, -1.077], [-0.224, -4.189, -1.672], [-0.355, -3.211, -0.714], [1.110, -1.391, 3.706], [0.900, -1.785, 5.024], [1.943, -2.043, 5.904], [3.235, -1.981, 5.449], [3.494, -1.614, 4.142], [2.438, -1.350, 3.265], [-0.977, -0.963, 3.278], [0.216, 0.147, 2.545], [0.424, -3.453, 2.560], [0.590, -5.874, 1.082], [0.433, -6.327, -1.576], [-0.482, -3.964, -2.684], [-0.105, -1.967, 5.399], [1.737, -2.228, 6.970], [4.073, -2.214, 6.117], [4.551, -1.549, 3.823], [2.614, -1.061, 2.236], [-2.775, -0.172, 1.285], [-1.934, 1.209, 1.737], [-1.958, 1.591, 3.025], [-2.075, 2.934, 3.146], [-1.060, 3.801, 3.370], [0.225, 3.278, 3.462], [1.291, 4.095, 3.221], [1.114, 5.471, 3.096], [-0.153, 6.021, 3.219], [-1.254, 5.205, 3.395], [-1.114, 1.800, 0.873], [-0.480, 1.128, -0.058], [0.124, 2.135, -0.875], [1.406, 2.021, -1.421], [1.894, 3.018, -2.285], [1.130, 4.156, -2.446], [-0.077, 4.342, -1.782], [-0.627, 3.316, -1.059], [-3.020, 3.340, 3.007], [0.330, 2.197, 3.642], [2.302, 3.659, 3.144], [2.018, 6.117, 2.983], [-0.273, 7.116, 3.199], [-2.256, 5.610, 3.570], [2.067, 1.257, -0.993], [2.834, 2.899, -2.825], [1.505, 5.002, -3.024], [-0.644, 5.284, -1.926], [-1.602, 3.378, -0.600]], "e_homo_ev": [-4.5, -4.7], "multiplicity": 3, "charge": -1, "s_squared": 2.041, "total_energy_ha": -4132.9995}

{"formula": "C4H6N2O", "method": "the ωB97M-V functional and the def2-TZVPD basis", "species": ["C", "N", "C", "O", "N", "C", "C", "H", "H", "H", "H", "H", "H"], "coordinates": [[0.398, -1.351, -0.168], [1.181, -0.236, 0.325], [0.863, 1.089, 0.220], [1.530, 1.966, 0.728], [-0.341, 1.479, -0.476], [-1.378, 0.434, -0.763], [-1.524, 1.061, 0.339], [0.662, -2.255, 0.371], [0.560, -1.522, -1.242], [-0.673, -1.166, 0.042], [2.055, -0.410, 0.801], [-1.587, -0.262, -1.558], [-1.747, 1.173, 1.382]], "e_homo_ev": -8.5, "e_above_lowest_ev": 4.619, "total_energy_ha": -340.6252, "smiles": "CNC(=O)N1C=C1"}

Repeat the seventh record exactly.
{"formula": "C4H6N2O", "method": "the ωB97M-V functional and the def2-TZVPD basis", "species": ["C", "N", "C", "O", "N", "C", "C", "H", "H", "H", "H", "H", "H"], "coordinates": [[0.398, -1.351, -0.168], [1.181, -0.236, 0.325], [0.863, 1.089, 0.220], [1.530, 1.966, 0.728], [-0.341, 1.479, -0.476], [-1.378, 0.434, -0.763], [-1.524, 1.061, 0.339], [0.662, -2.255, 0.371], [0.560, -1.522, -1.242], [-0.673, -1.166, 0.042], [2.055, -0.410, 0.801], [-1.587, -0.262, -1.558], [-1.747, 1.173, 1.382]], "e_homo_ev": -8.5, "e_above_lowest_ev": 4.619, "total_energy_ha": -340.6252, "smiles": "CNC(=O)N1C=C1"}